# 1
# C8H18O4P2

One molecule with the formula C8H18O4P2 at a distorted geometry (the ωB97M-V functional and the def2-TZVPD basis, the Open Molecules 2025 dataset).

Results
strongest force on any atom	4.63	eV/A
ΔE to the lowest compared entry with this formula, charge and spin	0.000	eV
LUMO level	0.9	eV
HOMO level	-0.3262	Ha
HOMO-LUMO gap	9.75	eV

Element x y z (Å)
P  -1.86545  0.73844  0.58271
P  1.06751  0.88110  0.27429
O  2.17676  1.07552  -0.96380
O  1.50879  1.33489  1.57954
O  -1.12380  -0.67034  0.03912
O  -3.01579  0.87147  -0.62181
C  -0.65620  1.85336  -0.28565
C  0.59055  -1.58318  1.57486
C  0.84754  -1.74337  -0.89268
C  -5.30169  0.61942  0.17532
C  -4.11488  0.08186  -0.57735
C  4.28834  0.09928  -0.06848
C  0.28253  -0.85478  0.26118
C  3.54515  1.37923  -0.60115
H  -3.89452  -0.94488  -0.30467
H  0.14145  -2.56175  -1.25132
H  1.79757  -2.17875  -0.73564
H  5.31746  0.47784  0.29576
H  -0.87928  2.09916  -1.26028
H  1.61029  -1.54419  1.56053
H  0.15316  -1.11912  2.34025
H  0.94303  -1.15022  -1.87140
H  3.56462  2.14148  0.22542
H  -5.13349  0.68792  1.26870
H  -6.33038  0.09956  -0.05578
H  -5.37090  1.65043  -0.07055
H  -0.62613  2.88564  0.17945
H  0.23325  -2.59773  1.42624
H  -4.48584  0.03858  -1.59455
H  3.66384  -0.24578  0.81760
H  3.99774  1.78006  -1.50396
H  4.20046  -0.68364  -0.92868

# 2
# C29H35BrGaIN10O3

C29H35BrGaIN10O3 as an isolated structure (the ωB97M-V functional and the def2-TZVPD basis, the Open Molecules 2025 dataset).

Results
strongest force on any atom	0.50	eV/A
ΔE to the lowest compared entry with this formula, charge and spin	0.567	eV
net charge	+2
LUMO level	-6.9	eV
HOMO level	-0.5112	Ha
HOMO-LUMO gap	6.99	eV

Element x y z (Å)
I  -4.35312  -4.87285  -0.80420
Br  -4.43603  -1.33289  5.83424
Ga  -0.46662  -0.11251  -0.57671
O  1.84459  3.54369  3.43388
O  0.71837  -0.50665  1.18911
O  -0.47184  3.42499  -0.46413
N  -0.85517  -2.89135  0.42746
N  0.31453  1.45254  0.36442
N  1.94821  -1.69865  -3.89901
N  1.17783  -0.83690  -1.73165
N  -1.36858  0.99857  -2.06981
N  3.38843  -0.22642  -2.61288
N  2.99896  -2.49474  -1.87572
N  -1.18457  -2.05026  -0.57896
N  0.70249  3.47459  1.48543
N  -2.44803  0.27726  0.31148
C  2.92994  -0.60583  -3.95662
C  2.26393  0.21494  -1.82994
C  -2.94787  -0.06918  1.61101
C  -3.83468  -0.82402  4.13618
C  -3.42701  2.04877  -2.67118
C  1.57867  1.36437  2.51422
C  -1.73331  -3.89655  0.53635
C  -0.77992  1.61648  -3.09770
C  0.80283  -1.26827  -3.13923
C  3.10056  1.07141  2.37455
C  3.84571  1.98321  1.39678
C  3.97782  -1.40432  -1.96399
C  0.85886  0.74817  1.35200
C  2.56801  -2.85053  -3.23217
C  -4.17142  0.39259  2.09571
C  -1.46807  2.44012  -3.96803
C  -0.40594  1.20875  4.14370
C  -2.16210  -0.86867  2.42881
C  -2.60166  -1.25782  3.68289
C  -2.70315  -3.70233  -0.42745
C  -2.66753  1.25994  -1.83454
C  0.14794  2.84583  0.39547
C  -4.61421  0.01441  3.34862
C  -2.32724  -2.53403  -1.08261
C  1.02856  0.77623  3.83353
C  1.39674  2.87716  2.54291
C  -2.82105  2.63999  -3.77113
C  1.85572  -2.05883  -1.11732
C  -3.21378  0.79013  -0.56066
H  -0.44989  2.27218  4.38706
H  0.32582  -0.44324  -3.65239
H  -4.27393  0.94630  -0.38480
H  4.86134  1.61858  1.24231
H  -0.79381  0.66222  5.00460
H  0.08668  -2.08564  -3.04846
H  -5.56025  0.38265  3.72371
H  -4.78664  1.08039  1.52853
H  -1.98144  -1.87941  4.31629
H  2.15852  -1.79444  -0.10716
H  1.12711  -2.86207  -1.09848
H  3.92204  2.99604  1.79355
H  4.31363  -1.13347  -0.96209
H  -1.08470  1.02197  3.30445
H  3.36506  2.05059  0.41728
H  3.78525  -0.92719  -4.54734
H  0.27908  1.46932  -3.22096
H  1.69270  1.10451  4.63126
H  3.21170  0.01698  2.10984
H  4.83719  -1.74065  -2.54028
H  -3.38981  3.27212  -4.44072
H  1.10600  -0.30998  3.76512
H  2.59049  0.42957  -0.81756
H  0.59032  4.47829  1.53511
H  2.48160  0.26162  -4.44460
H  -0.93998  2.91704  -4.78131
H  1.84441  1.12186  -2.25970
H  -1.62034  -4.67992  1.27124
H  -1.17854  -1.16069  2.09917
H  3.43249  -3.17542  -3.80751
H  3.52914  1.19642  3.36745
H  -2.81618  -2.04412  -1.91320
H  -0.03317  -2.71370  0.98221
H  1.85261  -3.67262  -3.18504
H  -4.47032  2.22339  -2.44069

- What is the strongest force on any atom in the first record?
  4.63 eV/A

- What is the HOMO level in the second record?
  -0.5112 Ha

- Which formula does entry 1 have?
  C8H18O4P2